1.
Molecular formula: C21H46INbO22PS
Method: DFT, ωB97M-V with the def2-TZVPD basis set

```
93
Properties=species:S:1:pos:R:3
O 2.9487 1.7061 6.6228
C -2.2955 7.2792 -1.8630
H -2.6202 6.4667 -1.2072
H -0.7796 -5.3014 -6.1533
Nb -1.7556 0.4900 -0.7297
H -0.2742 0.8277 -3.1432
H -7.1881 -0.1834 8.6145
C 0.0207 -0.5103 4.9631
O -5.3518 -2.0596 8.0583
H -1.9653 6.8446 -2.8120
O 1.1129 -4.4769 -6.4223
H 3.2320 3.0125 2.5945
O 4.7656 -7.7387 -9.3627
S -0.7928 3.7118 -2.1303
H 2.8503 1.0602 8.5637
O -2.1197 -3.2191 5.5792
O 3.0820 2.3876 4.5390
H 2.3131 -0.4136 -6.6740
C -3.1955 -3.9008 4.9370
O -2.6385 1.9977 -3.7941
H 0.5633 -6.4474 -6.3282
C 0.2653 -5.4919 -5.8879
O 3.4816 -6.1349 -8.5860
H 6.7063 -8.2686 -8.8267
H 1.9876 2.5785 8.2505
O -0.0170 -2.9312 -5.1524
H 0.5721 -0.6407 -6.4204
H 0.2024 11.4812 -1.9920
H 1.7355 -0.9005 -5.0689
C -0.7156 9.0019 -1.9304
H -2.0852 -2.6928 9.7936
O -2.0013 -1.8039 3.7732
O -0.6081 -1.6256 5.5915
H 1.7099 11.0315 -1.1721
C 6.0583 -8.2324 -9.7084
C 2.2792 2.3479 5.6322
H -7.7871 -1.7953 9.1539
H -2.6795 -1.9687 8.2872
O -6.0271 -1.1411 10.0530
O 0.2919 9.5544 -1.2085
H -7.9219 -0.3818 10.2175
O 5.7457 -5.7654 -8.7113
O 1.7238 -2.3705 -6.5431
H 2.2825 4.0864 3.6395
H 4.1645 0.7130 -1.2698
H -0.4204 -1.0257 -2.7484
O -1.1013 9.3761 -3.0268
C 2.1646 0.8572 -2.3521
C 3.2978 1.5319 -1.3320
H -0.6976 0.3012 4.8080
C 4.7643 -6.4742 -8.8705
H -3.0753 0.9745 0.4628
H 3.7568 2.5241 -1.7501
C -2.9611 -2.5833 9.1483
C 0.8515 -3.2292 -5.9573
O 2.2565 1.2062 -3.6362
H -2.8653 -4.3354 3.9880
O 1.1514 2.8092 5.7110
C 2.5037 3.0392 3.4097
H 0.8099 -0.1485 5.6279
H -3.5395 3.5877 -0.5279
C -7.2964 -0.8668 9.4631
C -5.1439 -1.7479 9.2205
P -2.4076 2.5603 -2.1585
H 0.4794 -0.8094 4.0151
H 5.9404 -9.2501 -10.0904
C 2.2201 1.5891 7.8434
H 6.5079 -7.6190 -10.4959
H 1.6006 2.5143 3.0818
H 3.8650 -4.7197 -7.1080
H -3.0048 -0.5458 -1.6071
H -1.7679 1.9476 -4.3029
H 0.3839 -5.5614 -4.8017
H -1.3178 -0.9543 0.2817
H -4.0425 -3.2249 4.7810
H -3.2785 -3.5804 8.8266
H 3.6665 -4.0701 -8.7773
H 2.2620 -4.6558 -7.8655
C 3.3262 -4.8199 -8.0558
O -3.8130 3.3434 -1.4739
O -1.2197 7.9609 -1.2208
H -3.5202 -4.7133 5.5928
I 0.0115 2.1561 0.7385
C -1.6156 -2.1781 4.8696
C 0.9207 10.6697 -1.8369
H 1.3794 10.3706 -2.7849
O 1.2185 -0.0912 -1.7528
C 1.5651 -1.0103 -6.1448
C -0.1420 0.0404 -2.2889
H 2.8775 1.6589 -0.2470
O -3.9895 -1.9478 9.9051
H 1.3057 1.0063 7.6927
H -3.1425 7.9551 -2.0190
```

Total charge   -1
2S+1   1
E_LUMO   1.1 eV
Energy   -3577.15595 a.u.
E_HOMO   -4.978 eV
Frontier orbital gap   6.098 eV

Atomic partial charges in e from the Löwdin method, atoms 1 to 8:
1 O -0.02
2 C -0.06
3 H 0.08
4 H 0.10
5 Nb 0.87
6 H 0.03
7 H 0.10
8 C -0.04

2.
Molecular formula: C21H46LaNO2P3
Method: DFT, ωB97M-V with the def2-TZVPD basis set

```
74
Properties=species:S:1:pos:R:3
H -0.0507 -2.4853 1.9250
H -0.4006 3.0136 -4.1033
H -2.8719 -4.0009 0.1712
C -1.2635 -0.4893 -4.3198
H 0.4722 -3.6372 -0.8441
H 2.1242 4.1928 -2.3739
H -1.8323 1.9971 -4.4934
H -3.0630 -1.9930 -6.7888
H -3.1574 -3.7448 -1.9992
H 0.4530 0.1353 -1.6770
H 3.3612 -1.6481 1.2086
C 2.6164 -1.3929 0.4411
C 0.1926 -1.2844 -6.0743
C 0.0336 -0.6087 -4.8709
H 2.6405 -0.1909 3.0863
H -4.9590 1.6549 0.8253
H 2.8304 4.4198 0.4547
H 2.2820 -2.3108 -0.0465
H 1.1857 -1.4212 -6.4973
H -3.3157 2.5598 4.4878
C -0.1996 -3.2369 -1.6201
H -4.1859 3.2556 0.9293
H -3.1119 2.6616 -2.5366
H 2.8919 1.1359 1.8976
H 0.8589 -0.1402 -4.3424
C -2.2001 -1.5894 -6.2636
H -2.4665 -2.5217 -3.1322
H 2.0479 3.3665 1.6884
H -1.8035 3.9163 -1.9412
H -4.0555 0.9573 4.3493
H -2.5424 -2.6303 1.2664
C -2.0991 -3.2943 0.5090
O -2.3325 1.3951 0.7577
H -3.7190 -2.0351 -1.9692
H 0.3887 -2.6084 -2.3062
H -1.2507 -3.8283 0.9544
H 0.5936 4.5814 -1.5131
P -1.5688 -2.2238 -0.8865
H -0.6534 -4.0675 -2.1853
C -0.9159 -1.7651 -6.7837
H 1.0553 4.5120 0.7362
C 1.9240 3.8308 0.7002
C -2.5523 1.4274 2.0268
H 1.4486 1.1486 2.9554
H -0.7816 -2.2040 -7.7869
N -3.6946 1.9245 2.4839
H 0.6373 3.3158 -2.7420
H 0.2113 -1.3614 3.2765
C -1.5906 0.9473 3.0599
O -1.4111 -0.0118 -3.0937
H -5.5091 2.8373 2.0581
La -1.1995 1.3931 -1.2893
H -1.3586 1.7805 3.7480
H 3.2277 1.1278 -1.6994
C 0.6828 -1.8196 2.3956
H -3.3788 -0.6831 -4.6559
C -1.3716 2.6524 -3.7277
C -2.8515 -2.6938 -2.1174
C -2.3975 -0.8951 -5.0766
P 1.5916 2.5768 -0.5992
H 1.5539 -2.4094 2.7200
H 3.0856 -0.7547 -0.3131
H 3.9899 2.0063 -0.3425
H -0.6731 0.6162 2.5757
H 3.6430 2.8639 -1.8838
H -5.0337 2.4143 4.0131
C 2.1406 0.5045 2.3926
C -2.1143 3.1184 -2.6786
P 1.1951 -0.5189 1.1826
H -2.0297 0.1126 3.6333
C 1.2085 3.7788 -1.9337
C 3.2780 2.0957 -1.1767
C -4.6446 2.4487 1.5170
C -4.0395 1.9665 3.9073
```

ΔE to the lowest compared entry with this formula, charge and spin   2.013 eV
Total charge   +3
2S+1   1
E_LUMO (spin up / spin down)   -11.5 / -11.3 eV
Energy   -2087.60094 a.u.
E_HOMO (spin up / spin down)   -16.139 / -16.402 eV
Frontier orbital gap (spin up / spin down)   4.676 / 5.087 eV

Atomic partial charges in e from the Löwdin method, atoms 1 to 8:
1 H 0.00
2 H 0.10
3 H 0.06
4 C -0.37
5 H 0.04
6 H 0.07
7 H 0.10
8 H 0.14

Among the records above, which one has the lowest total charge? C21H46INbO22PS

Which of these has the lowest energy? C21H46INbO22PS